Arrangement i

DFT (ωB97M-V/def2-TZVPD) results for one molecule with the formula C3H3IN2O.

SMILES ... N#C[C@@H](I)CN=O
HOMO energy ... -9.86 eV
E_LUMO ... -0.92 eV
Kohn-Sham gap ... 8.941 eV

XYZ file:
```
10
Properties=species:S:1:pos:R:3:nbo_charge:R:1
N 0.4024 -2.5339 -0.1069 -0.249
C 0.6792 -1.4230 0.0872 0.212
C 0.7697 -0.0859 0.4034 -0.439
I 2.7440 0.7699 0.0236 0.149
C -0.3754 0.6498 -0.3431 -0.339
N -1.6142 0.3016 0.3923 0.145
O -2.5781 0.1675 -0.3104 -0.238
H 0.5533 0.1139 1.4740 0.282
H -0.1206 0.3089 -1.4251 0.230
H -0.4604 1.7312 -0.1948 0.247
```

---

Arrangement ii

DFT (ωB97M-V/def2-TZVPD) results for one molecule with the formula C3H3IN2O.

SMILES ... [H]/N=C/[C@@](O)(I)C#N
HOMO energy ... -10.10 eV
E_LUMO ... -0.44 eV
Kohn-Sham gap ... 9.663 eV

XYZ file:
```
10
Properties=species:S:1:pos:R:3:nbo_charge:R:1
H -1.1939 -1.5836 -0.6414 0.375
N -0.9054 -0.5695 -0.4679 -0.594
C -0.0017 -0.4416 0.3550 0.084
C 0.7196 0.8523 0.3542 0.068
O -0.0594 1.8175 -0.1636 -0.635
I 0.9490 1.3149 2.4874 0.047
C 2.0223 0.7881 -0.2434 0.220
N 2.9877 0.6504 -0.8344 -0.234
H 0.5426 -1.1112 1.0796 0.185
H -0.8990 1.5369 0.1005 0.485
```

---

Quick one: most stable of them? arrangement ii

---

Arrangement i

DFT (ωB97M-V/def2-TZVPD) results for one molecule with the formula C8H12.

SMILES ... C=C/C(=C\C)C(=C)C
HOMO energy ... -8.51 eV
E_LUMO ... 1.02 eV
Kohn-Sham gap ... 9.530 eV

XYZ file:
```
20
Properties=species:S:1:pos:R:3:nbo_charge:R:1
C -1.2445 -1.9011 -0.6246 -0.376
C -0.2221 -1.4801 0.1256 -0.216
C 0.2929 -0.1021 0.1104 -0.095
C 1.2052 0.3377 0.9778 -0.140
C 1.9340 -0.5364 1.9610 -0.658
C -0.3642 0.8666 -0.8123 0.010
C -0.0440 0.9329 -2.0964 -0.395
C -1.4506 1.7360 -0.2314 -0.644
H -1.6710 -1.3514 -1.4523 0.206
H -1.5547 -2.9321 -0.4922 0.195
H 0.3496 -2.2433 0.6377 0.208
H 1.5527 1.3611 0.9059 0.201
H 1.2395 -1.1564 2.5268 0.218
H 2.5962 -1.2548 1.4699 0.219
H 2.5380 0.0437 2.6551 0.219
H 0.6522 0.2409 -2.5586 0.199
H -0.4796 1.6562 -2.7774 0.194
H -1.0540 2.5652 0.3494 0.221
H -2.1105 2.0543 -1.0424 0.214
H -2.1652 1.1631 0.3679 0.220
```

---

Arrangement ii

DFT (ωB97M-V/def2-TZVPD) results for one molecule with the formula C8H12.

SMILES ... C=C/C=C(\C)C(=C)C
HOMO energy ... -8.18 eV
E_LUMO ... 0.96 eV
Kohn-Sham gap ... 9.146 eV

XYZ file:
```
20
Properties=species:S:1:pos:R:3:nbo_charge:R:1
C 2.7601 0.7147 1.7541 -0.382
C 2.1245 -0.1004 0.9200 -0.207
C 0.9574 0.2588 0.0396 -0.225
C -0.2894 -0.1919 0.1544 -0.002
C -0.9185 -1.0324 1.2998 -0.662
C -1.1594 0.1823 -1.0301 0.014
C -1.0105 1.3550 -1.6429 -0.434
C -2.0827 -0.8852 -1.5131 -0.651
H 2.3806 1.7086 1.8959 0.185
H 3.6705 0.5531 2.2801 0.198
H 2.3531 -1.1437 0.9347 0.196
H 1.3885 0.7482 -0.8312 0.210
H -2.0794 -0.9675 1.2446 0.224
H -0.5094 -2.0525 1.1927 0.229
H -0.6557 -0.5800 2.2986 0.239
H 0.0434 1.7118 -1.8922 0.211
H -1.8181 1.6892 -2.3591 0.190
H -1.7428 -1.8493 -1.1811 0.222
H -2.2550 -0.8387 -2.5661 0.228
H -3.0652 -0.7845 -0.9084 0.217
```

---

Quick one: most stable of them? arrangement i